1.
# C34H58N2O4ScSi

A structure of composition C34H58N2O4ScSi in a non-equilibrium geometry (ωB97M-V/def2-TZVPD, OMol25).

XYZ file:
```
100
Properties=species:S:1:pos:R:3:mulliken_charge:R:1
O 0.8907 -1.1746 0.2111 1.05
O 0.9249 -0.1889 -4.0384 -0.15
C 2.3447 -1.4719 0.2337 -0.51
C 2.6625 -2.7415 0.9829 -1.00
H 2.7994 -0.5906 0.6979 0.56
H 2.6602 -1.5190 -0.8097 0.23
H 2.4020 -2.6739 2.0424 0.01
H 3.7389 -2.9134 0.9177 0.53
H 2.1733 -3.6288 0.5714 0.23
C 0.0046 -2.3066 -0.1160 0.29
C 0.3237 -2.9398 -1.4647 -1.63
H -1.0182 -1.8982 -0.1008 -0.43
H 0.0837 -3.0360 0.7031 0.34
H 0.4733 -2.1917 -2.2574 0.32
H -0.5354 -3.5598 -1.7639 0.47
H 1.2065 -3.5883 -1.3989 0.34
C -0.1509 0.4179 -4.8056 -0.41
C 1.8542 -0.9369 -4.8556 -0.32
C -1.4511 -0.3369 -4.6419 -1.23
H 0.1478 0.4563 -5.8689 0.58
H -0.2892 1.4617 -4.4689 0.24
H -1.3199 -1.3850 -4.9282 0.36
H -2.2053 0.1292 -5.2820 0.42
H -1.8078 -0.2965 -3.6068 0.00
C 1.2248 -2.0921 -5.6103 -1.36
H 2.6509 -1.2951 -4.1847 0.30
H 2.3183 -0.2436 -5.5801 0.46
H 0.6396 -2.7453 -4.9603 0.23
H 2.0219 -2.6888 -6.0539 0.42
H 0.5846 -1.7328 -6.4183 0.37
H 1.4817 0.3978 -1.6453 -0.47
N -0.8828 -0.8992 3.2359 1.32
C -1.6276 -0.2858 4.1768 1.02
C -2.2066 0.9668 3.9586 -2.26
C -2.4281 1.5955 2.7271 1.08
C -1.8840 -0.9825 5.4931 -1.58
H -0.9580 -1.3525 5.9560 0.26
H -2.5771 -1.8330 5.3805 0.19
H -2.3452 -0.2713 6.1957 0.51
C -3.4400 2.7039 2.6405 -1.46
H -4.1172 2.5670 1.7834 0.30
H -2.9180 3.6673 2.5315 0.23
H -4.0454 2.7339 3.5575 0.52
N -1.7528 1.2887 1.6054 1.32
C -0.5409 -2.2877 3.3575 0.02
C 0.6766 -2.6577 3.9701 0.70
C 1.5800 -1.6433 4.6136 -1.01
C 0.9543 -4.0166 4.1395 -0.63
H 1.8805 -4.3064 4.6478 0.45
C 0.0291 -4.9811 3.7556 -1.01
H 0.2554 -6.0310 3.9073 0.46
C -1.2075 -4.6042 3.2445 -0.88
H -1.9813 -5.3490 3.0522 0.49
C -1.5165 -3.2617 3.0517 1.17
C -2.9232 -2.8688 2.7281 -1.73
C -2.0110 1.9231 0.3394 -0.53
C -1.3625 3.1314 0.0152 1.25
C -0.3616 3.7129 0.9672 -1.10
C -1.6181 3.7188 -1.2286 -0.82
H -1.1141 4.6508 -1.4888 0.48
C -2.5066 3.1190 -2.1228 -1.14
H -2.7259 3.6032 -3.0736 0.47
C -3.1139 1.9016 -1.8078 -0.88
H -3.7959 1.4268 -2.5157 0.49
C -2.8628 1.2809 -0.5800 1.09
C -3.4414 -0.0580 -0.2405 -1.34
Sc -0.0281 0.1025 1.5714 -0.25
H 2.2308 -1.1052 3.9058 0.09
H 2.2402 -2.1918 5.3058 0.48
H 1.0289 -0.9091 5.2243 0.29
H -3.0103 -1.9338 2.1667 0.04
H -3.5065 -2.7602 3.6557 0.32
H -3.4150 -3.6543 2.1418 0.52
H 0.1064 4.6168 0.5523 0.46
H 0.4609 3.0152 1.1965 -0.04
H -0.8081 3.9816 1.9374 0.25
H -3.7598 -0.1098 0.8103 0.26
H -2.7178 -0.8752 -0.4067 0.15
H -4.3198 -0.2862 -0.8614 0.57
H -2.6529 1.4478 4.8326 0.38
C 1.3494 1.5035 -1.6312 1.09
Si 2.5270 2.5119 -2.7079 0.55
H 0.3116 1.7114 -1.9207 -0.59
H 1.5024 1.8880 -0.6037 0.01
C 4.2581 1.8098 -3.0080 -1.15
C 2.7726 4.2051 -1.8965 -1.18
C 1.9880 3.0343 -4.4408 -1.03
H 2.8577 3.5247 -4.9185 0.39
H 1.1770 3.7725 -4.3597 0.30
H 1.6564 2.2011 -5.0782 0.18
H 4.8450 1.7354 -2.0789 0.33
H 4.7873 2.4948 -3.6838 0.32
H 4.2350 0.8195 -3.4874 0.28
H 2.8264 4.1015 -0.8031 0.31
H 1.9275 4.8658 -2.1487 0.32
H 3.7035 4.6750 -2.2584 0.34
O 3.0299 2.1951 3.4672 -0.52
C 1.9069 1.7333 3.4228 0.05
O 1.3518 1.1638 2.3431 -0.51
H 1.1937 1.7262 4.2866 0.32
```

Results
relative energy (zero: lowest compared OMol25 entry of this formula, charge and spin) = 0.000 eV
gap between HOMO and LUMO = 8.550 eV
strongest force on any atom = 1.96 eV Å⁻¹
2S+1 = 1
highest occupied orbital energy = -11.27 eV
total charge = +1
E = -75946.617 eV

=====

2.
# C3H7NO4

A cluster of 2 separate species, C3H7NO4 in total (ωB97M-V/def2-TZVPD, OMol25).

XYZ file:
```
15
Properties=species:S:1:pos:R:3:nbo_charge:R:1
C -0.8241 -1.5864 0.6736 -0.72
C -1.1574 -0.1650 0.3337 0.51
O -1.8946 0.5433 0.9679 -0.50
C -0.4605 0.3251 -0.9368 0.72
O 0.2990 -0.3620 -1.5971 -0.67
O -0.8807 1.5230 -1.3363 -0.66
H -1.1313 -2.2285 -0.1496 0.25
H -1.3275 -1.8837 1.5886 0.23
H 0.2529 -1.6960 0.7799 0.24
H -0.4493 1.7735 -2.1688 0.50
N 1.1316 0.9913 0.5515 -0.51
O 2.2030 0.2143 0.0730 -0.59
H 1.0543 0.8277 1.5529 0.36
H 1.3456 1.9745 0.3869 0.36
H 1.8389 -0.2513 -0.7195 0.49
```

Results
relative energy (zero: lowest compared OMol25 entry of this formula, charge and spin) = 3.024 eV
gap between HOMO and LUMO = 10.187 eV
strongest force on any atom = 0.68 eV Å⁻¹
2S+1 = 1
highest occupied orbital energy = -9.73 eV
total charge = 0
E = -12902.963 eV

=====

3.
# C28H31MgN12O2S

A structure of composition C28H31MgN12O2S in a non-equilibrium geometry (ωB97M-V/def2-TZVPD, OMol25).

XYZ file:
```
75
Properties=species:S:1:pos:R:3:mulliken_charge:R:1
Mg 0.2732 0.1235 -0.8222 0.24
C -4.4732 -3.8044 -2.4512 -1.56
C -3.1451 -3.1158 -2.4558 0.50
C -2.7272 -2.3568 -3.5464 -1.08
C -1.5199 -1.6918 -3.5407 -0.37
C -0.6774 -1.7308 -2.4238 0.63
N 0.5036 -1.0394 -2.3051 -0.26
C 1.3923 -0.8905 -3.3151 1.56
C 1.4227 -1.7678 -4.4158 -0.72
C 2.3836 -1.6821 -5.3931 -1.15
C 3.3864 -0.7159 -5.3282 0.14
C 4.4474 -0.6116 -6.3802 -1.54
C 3.3933 0.1384 -4.2377 -0.53
C 2.4165 0.0851 -3.2433 0.37
N 2.5238 1.0201 -2.1853 0.30
C 3.1704 2.1955 -2.2405 -0.12
C 3.1975 2.7335 -0.9659 -1.33
C 2.5118 1.8154 -0.1872 -0.21
N 2.1100 0.7874 -0.9368 -0.57
C -1.1271 -2.4641 -1.3033 -0.36
C -2.3248 -3.1661 -1.3392 -0.44
N -0.3177 -2.5339 -0.1550 0.38
C -0.0307 -3.6288 0.5663 -0.17
C 0.8800 -3.2569 1.5374 -1.26
C 1.0826 -1.8959 1.3268 -0.99
N 0.3401 -1.4794 0.3077 0.98
H -4.9541 -3.7227 -3.4212 0.38
H -5.1229 -3.3468 -1.7058 0.31
H -4.3706 -4.8573 -2.1970 0.36
H -3.3723 -2.2757 -4.4064 0.36
H -1.2346 -1.0829 -4.3851 0.61
H 0.6831 -2.5526 -4.4617 0.43
H 2.3615 -2.3757 -6.2188 0.36
H 4.2157 -1.2501 -7.2285 0.37
H 5.4195 -0.9053 -5.9837 0.32
H 4.5361 0.4150 -6.7310 0.35
H 4.2013 0.8508 -4.1550 0.51
H 3.5381 2.6254 -3.1494 0.48
H 3.6301 3.6655 -0.6619 0.44
H 2.2972 1.8298 0.8674 0.57
H -2.6334 -3.7335 -0.4718 0.54
H -0.4570 -4.5877 0.3469 0.55
H 1.3337 -3.8904 2.2725 0.51
H 1.7430 -1.2104 1.8257 0.60
N -0.2887 1.1936 2.3422 -0.01
N -0.5135 2.5285 1.9826 -0.29
C -0.6189 2.8661 0.6956 0.41
N -0.8532 4.1406 0.3501 -0.39
N -0.5780 1.8736 -0.1834 -0.22
N -0.3694 2.1117 -1.4426 1.73
O 0.1667 3.1331 -1.8247 -0.84
O -0.6760 1.2082 -2.1918 -0.80
H -1.1308 0.6037 2.1975 -0.20
H -0.0157 1.1533 3.3174 0.31
H -0.7610 3.2075 2.6951 0.21
H -0.8113 4.8847 1.0257 0.22
H -0.7070 4.3774 -0.6250 0.21
N -0.8173 -1.5522 3.8448 -0.38
C -2.1228 -1.6843 3.4759 0.70
S -2.6405 -0.9382 2.0786 -0.55
N -2.8929 -2.3916 4.3177 -0.11
C -4.2587 -2.7305 4.2850 0.86
C -5.2261 -2.0194 3.5847 -0.32
C -6.5415 -2.4539 3.6051 -0.78
C -6.8973 -3.5849 4.3177 -0.46
C -5.9403 -4.2740 5.0432 -0.65
C -4.6276 -3.8492 5.0324 -0.51
H -0.1699 -1.2665 3.1234 0.05
H -0.4329 -2.1470 4.5624 0.25
H -2.4062 -2.8519 5.0819 0.20
H -4.9698 -1.1377 3.0239 0.40
H -7.2936 -1.9053 3.0563 0.39
H -7.9170 -3.9324 4.2978 0.40
H -6.2143 -5.1452 5.6176 0.37
H -3.8759 -4.3878 5.5948 0.31
```

Results
relative energy (zero: lowest compared OMol25 entry of this formula, charge and spin) = 2.880 eV
gap between HOMO and LUMO = 5.544 eV
strongest force on any atom = 3.97 eV Å⁻¹
2S+1 = 1
highest occupied orbital energy = -8.71 eV
total charge = +1
E = -67788.830 eV

=====

4.
# C17H39Cl6N5O16

A cluster of 10 separate species, C17H39Cl6N5O16 in total in a non-equilibrium geometry (ωB97M-V/def2-TZVPD, OMol25).

XYZ file:
```
83
Properties=species:S:1:pos:R:3:mulliken_charge:R:1
C 1.3996 3.9032 4.3648 -0.69
N 2.5631 2.9422 4.5375 0.82
O 2.7537 2.5122 5.6606 -0.50
O 3.2142 2.6790 3.4770 -0.50
H 1.4124 4.5218 5.2621 0.31
H 0.4481 3.3800 4.4599 0.27
H 1.5316 4.4687 3.4423 0.29
C -5.9569 -2.3939 0.3412 -0.72
N -5.9956 -2.9584 1.7162 0.89
O -4.9302 -3.0738 2.2394 -0.51
O -7.0904 -3.0417 2.2344 -0.53
H -5.5133 -3.1118 -0.3486 0.26
H -5.5847 -1.3726 0.2600 0.27
H -7.0109 -2.3232 0.0728 0.35
C -3.9565 5.2389 -4.0968 -0.62
N -3.3509 6.6019 -4.3145 0.82
O -3.0013 6.8453 -5.4748 -0.50
O -3.1865 7.2972 -3.3075 -0.49
H -3.1100 4.5785 -3.9087 0.23
H -4.5882 4.8250 -4.8828 0.28
H -4.5990 5.3405 -3.2221 0.29
C -4.4469 4.2562 1.9717 -0.75
N -3.5591 5.3657 1.5649 0.86
O -2.3479 5.1451 1.7118 -0.49
O -4.0854 6.3527 1.0515 -0.50
H -5.4167 4.2540 1.4742 0.32
H -4.7128 4.3061 3.0276 0.29
H -3.9543 3.3104 1.7460 0.27
C 1.2534 -7.3576 0.8309 -0.61
N 0.6531 -5.9506 0.8277 0.81
O -0.2687 -5.6927 0.0963 -0.51
O 1.1847 -5.1724 1.6543 -0.49
H 1.9481 -7.3351 1.6706 0.23
H 1.7324 -7.6261 -0.1107 0.27
H 0.4003 -8.0173 0.9896 0.29
C 1.4351 4.3307 -2.3132 -0.66
O 2.4864 4.0601 -3.2692 -0.32
C 2.1322 3.3493 -4.2452 0.86
O 1.0337 3.0720 -4.6532 -0.58
O 3.2226 2.8322 -4.7470 -0.33
C 3.0597 2.1700 -6.0267 -0.66
H 1.3215 3.4952 -1.6224 0.28
H 0.4953 4.7484 -2.6743 0.29
H 1.8172 5.0743 -1.6138 0.28
H 3.9750 1.7041 -6.3916 0.25
H 2.8122 2.8388 -6.8511 0.30
H 2.3563 1.3401 -5.9596 0.28
C 4.6064 -6.2126 5.4400 -0.64
O 3.4514 -5.4341 5.7142 -0.30
C 2.3501 -5.8737 6.3411 0.83
O 2.1579 -6.9996 6.8192 -0.59
O 1.6231 -4.8380 6.7677 -0.35
C 1.8611 -3.4359 6.4051 -0.52
H 4.7319 -7.1580 5.9678 0.33
H 5.4487 -5.5595 5.6683 0.24
H 4.5505 -6.3835 4.3649 0.23
H 1.9659 -3.3131 5.3272 0.24
H 2.7296 -3.1934 7.0175 0.27
H 1.0042 -2.8592 6.7534 0.24
Cl 4.8352 -0.5873 -1.5545 -0.21
C 5.7942 -0.7417 -0.0225 -0.44
C 5.3907 -1.9514 0.6857 -0.31
Cl 6.4943 -2.2493 2.0120 -0.20
H 5.5836 0.1481 0.5707 0.29
H 6.8645 -0.7364 -0.2286 0.34
H 5.3992 -2.8053 0.0083 0.30
H 4.3592 -1.8580 1.0254 0.24
Cl -1.7557 1.1602 -0.9260 -0.15
C -0.8917 -0.3094 -0.4182 -0.47
C -0.0723 -0.0937 0.8760 -0.33
Cl -1.1131 0.2160 2.2157 -0.21
H -0.3020 -0.6773 -1.2578 0.33
H -1.6745 -1.0481 -0.2460 0.29
H 0.7712 0.5936 0.8115 0.34
H 0.3387 -1.0419 1.2225 0.20
Cl -5.4147 0.3744 -6.9963 -0.17
C -3.7094 0.3763 -7.3799 -0.48
C -2.7574 0.2230 -6.1618 -0.30
Cl -2.9297 -1.4078 -5.4304 -0.18
H -3.4434 1.1521 -8.0978 0.36
H -3.5261 -0.5016 -7.9994 0.30
H -2.9971 1.0711 -5.5203 0.24
H -1.7000 0.2422 -6.4260 0.24
```

Results
relative energy (zero: lowest compared OMol25 entry of this formula, charge and spin) = 2.958 eV
gap between HOMO and LUMO = 10.386 eV
strongest force on any atom = 4.46 eV Å⁻¹
2S+1 = 1
highest occupied orbital energy = -10.56 eV
total charge = 0
E = -133590.117 eV

=====

> total charge of number 1 (C34H58N2O4ScSi)?

+1